Below is a single C25H29N3O3S molecule, with properties calculated with ωB97M-V/def2-TZVPD.

ΔE to the lowest compared entry with this formula, charge and spin   41.12 kJ/mol
E_tot   -47845.2605 eV
HOMO   -7.42 eV
Charge   0
F_max   0.654 eV Å⁻¹
LUMO energy   0.549 eV
Structure (SMILES)   Cc1cc(C)cc(C(=O)NCCn2cc(SCC(=O)N3CCOCC3)c3ccccc32)c1
M   451.59 g/mol

Geometry as XYZ:
```
61
C25H29N3O3S ωB97M-V/def2-TZVPD
C -0.91218 0.87392 4.33685
C 0.14900 1.37622 3.40814
C 1.00178 0.48065 2.77929
C 1.97662 0.92464 1.89301
C 2.11557 2.28768 1.65274
C 1.27542 3.19991 2.27597
C 0.29358 2.73103 3.14063
H -0.36833 3.43986 3.61938
C 1.41235 4.66467 1.98812
H 2.45938 4.96138 1.98899
H 0.87791 5.25904 2.72483
H 1.00149 4.88926 1.00308
H 2.89373 2.66026 1.00135
C 2.79523 -0.12193 1.22149
O 2.96393 -1.22762 1.69550
N 3.34282 0.24025 0.02169
H 3.05159 1.11506 -0.38686
C 3.78899 -0.77543 -0.89637
H 4.68542 -0.44163 -1.42530
H 4.02092 -1.65683 -0.29320
C 2.67224 -1.11326 -1.90829
N 1.44677 -1.41234 -1.22441
C 0.57438 -0.44867 -0.77927
C -0.37806 -1.01469 0.01464
C -0.07992 -2.40757 0.10331
C -0.68157 -3.47788 0.75952
C -0.10930 -4.72295 0.63563
C 1.04623 -4.91590 -0.12629
C 1.65746 -3.87291 -0.78709
C 1.08660 -2.61142 -0.67144
H 2.55395 -4.03374 -1.36713
H 1.47085 -5.90664 -0.19375
H -0.55330 -5.56963 1.13778
H -1.57161 -3.31814 1.34997
S -1.74061 -0.26352 0.83427
C -1.67026 1.47133 0.27074
C -1.59636 1.66290 -1.23141
O -0.65128 2.26938 -1.71342
N -2.59163 1.17764 -1.99518
C -3.73862 0.40324 -1.57600
H -3.83144 0.37910 -0.49367
C -3.60065 -1.02505 -2.12253
H -4.49792 -1.60618 -1.90694
O -3.45933 -1.01948 -3.52457
C -2.33612 -0.26713 -3.92093
H -2.30497 -0.31250 -5.01041
C -2.44822 1.18324 -3.43917
H -1.55463 1.75244 -3.69562
H -3.33014 1.65479 -3.88385
H -1.41843 -0.71561 -3.50864
H -2.73169 -1.51121 -1.65471
H -4.63442 0.86584 -2.00700
H -2.56669 1.93497 0.68403
H -0.78877 1.93630 0.71423
H 0.69086 0.56944 -1.09231
H 2.49794 -0.25452 -2.56513
H 2.97006 -1.96871 -2.51837
H 0.91467 -0.58068 2.95798
H -1.61783 0.25005 3.78909
H -1.45440 1.69671 4.79624
H -0.46906 0.26254 5.12077
```

Below is 2 unconnected molecules or ions with the total composition C2H7NO in a non-equilibrium geometry, with properties calculated with ωB97M-V/def2-TZVPD.

ΔE to the lowest compared entry with this formula, charge and spin   289.92 kJ/mol
E_tot   -5722.2367 eV
HOMO   -8.51 eV
Charge   0
F_max   3.647 eV Å⁻¹
LUMO energy   0.562 eV
Structure (SMILES)   C=CO.N
M   61.08 g/mol

Geometry as XYZ:
```
11
C2H7NO ωB97M-V/def2-TZVPD
N 1.12677 -3.76698 -2.57634
H 1.32677 -3.82872 -3.53297
H 0.29041 -3.26182 -2.38285
H 1.89258 -3.06704 -2.31577
C -0.55648 2.19044 2.38128
C -1.11205 2.17264 1.14204
O -0.47513 1.58276 0.09677
H -1.16605 1.80559 3.19999
H 0.35916 2.74528 2.79198
H -2.08656 2.11900 0.68365
H 0.40058 1.30886 0.51224
```

Below is a single C8H16N2O3 molecule in a non-equilibrium geometry, with properties calculated with ωB97M-V/def2-TZVPD.

ΔE to the lowest compared entry with this formula, charge and spin   300.82 kJ/mol
E_tot   -17676.6338 eV
HOMO   -9.59 eV
Charge   0
F_max   3.645 eV Å⁻¹
LUMO energy   0.376 eV
Structure (SMILES)   CC(C)C[C@H](N)C(=O)NCC(=O)O
M   188.23 g/mol

Geometry as XYZ:
```
29
C8H16N2O3 ωB97M-V/def2-TZVPD
C 0.36515 0.26794 0.44029
C 0.91677 -0.48185 -0.78118
C -0.16843 1.65396 0.37560
C -1.35863 1.99634 -0.60142
C -2.51669 1.16632 -0.18487
C -1.01516 2.44834 -1.99294
C 0.68399 -3.02887 0.20672
C 1.59589 -3.44737 1.32764
H 2.12023 0.55165 1.31094
H 0.89482 0.43918 2.33175
H -0.49703 -0.31061 0.63791
H 0.51768 2.45055 0.13289
H -0.55843 2.03732 1.39611
H -1.68944 2.85628 -0.10958
H -3.29599 1.74584 -0.66784
H -2.40841 0.06661 -0.42176
H -2.74238 1.29401 0.86307
H -1.92573 2.49872 -2.59240
H -0.44872 3.36050 -2.21312
H -0.37761 1.64984 -2.42801
H 1.80728 -1.99924 -1.39761
H -0.26572 -2.81169 0.59104
H 0.66992 -3.88451 -0.35742
H 2.01072 -1.53073 1.82960
N 1.35052 -0.06408 1.50877
N 1.02034 -1.90975 -0.69134
O 1.19002 0.05147 -1.87020
O 1.74132 -4.59154 1.62322
O 2.38370 -2.47463 1.73413
```

Below is a molecular structure, C48H47MgN11OS5 in a non-equilibrium geometry, with properties calculated with ωB97M-V/def2-TZVPD.

E_tot   -128584.2646 eV
HOMO   -12.72 eV
Charge   +2
F_max   1.227 eV Å⁻¹
LUMO energy   -4.091 eV
M   978.62 g/mol

Geometry as XYZ:
```
113
C48H47MgN11OS5 ωB97M-V/def2-TZVPD
Mg -2.10184 0.56281 -0.19472
N -5.02491 -1.78727 1.76844
C -4.11904 -0.82616 2.00064
N -3.68931 -0.36458 0.85204
C -4.39382 -1.07656 -0.07475
N -5.21011 -1.95805 0.45370
C -4.31198 -0.69782 -1.47918
C -4.87172 -1.42761 -2.52459
N -4.80166 -0.99528 -3.77326
C -4.20968 0.17464 -3.98543
C -3.66596 0.91304 -2.94342
N -3.70209 0.47107 -1.69512
H -5.57764 -2.31948 2.42091
H -3.83474 -0.47395 2.97603
H -5.37399 -2.37094 -2.35114
H -4.17043 0.51813 -5.01182
H -3.20929 1.88192 -3.09918
N -0.79035 0.23167 1.24151
S -0.18541 -0.80606 2.05728
N 0.81845 -1.92633 1.34108
S 1.84380 -1.42016 0.29767
N 1.38101 -0.43153 -0.80795
S 0.12425 -0.63022 -1.89801
N -1.25361 -0.72539 -1.43321
C 0.49309 -2.10564 -2.86628
C -0.37075 -3.17355 -2.68050
C -0.19212 -4.33213 -3.41595
C 0.84186 -4.41039 -4.33859
C 1.68886 -3.32831 -4.53019
C 1.52131 -2.16624 -3.79291
C 0.62034 0.67807 -3.03545
C -0.23113 0.94581 -4.09592
C 0.18144 1.80930 -5.09870
C 1.44431 2.38555 -5.04856
C 2.28203 2.13019 -3.97196
C 1.87489 1.26911 -2.96232
C 2.67448 -2.86218 -0.32849
C 3.82286 -2.63167 -1.07559
C 4.50119 -3.71020 -1.60935
C 4.02252 -4.99785 -1.39903
C 2.87422 -5.21157 -0.65174
C 2.19071 -4.13677 -0.10391
C 3.19830 -0.59831 1.11336
C 3.34581 0.77577 1.06326
C 4.40007 1.36049 1.74753
C 5.28730 0.57060 2.46519
C 5.12350 -0.80867 2.51069
C 4.07038 -1.40147 1.83665
C 0.85427 -0.07231 3.32904
C 0.66908 1.27776 3.57562
C 1.41460 1.88704 4.57389
C 2.32715 1.13743 5.30515
C 2.50844 -0.21423 5.03881
C 1.76451 -0.83241 4.04660
C -1.15420 -1.96313 3.04224
C -1.25715 -3.29530 2.67454
C -1.85878 -4.19462 3.54335
C -2.35719 -3.75209 4.76116
C -2.29008 -2.40603 5.10030
C -1.67992 -1.50525 4.24236
H -1.18428 -3.05432 -1.97572
H -0.85949 -5.17178 -3.27551
H 0.98214 -5.31184 -4.92027
H 2.48246 -3.39019 -5.26294
H 2.16852 -1.31255 -3.95121
H -1.20066 0.46516 -4.14111
H -0.47512 2.01041 -5.93426
H 1.78147 3.01681 -5.85952
H 3.26536 2.57960 -3.93127
H 2.53157 1.01839 -2.14266
H 4.17620 -1.61738 -1.21799
H 5.39839 -3.55235 -2.19174
H 4.54879 -5.84355 -1.82103
H 2.50711 -6.21649 -0.49522
H 1.30489 -4.27011 0.50244
H 2.63961 1.36297 0.49149
H 4.53439 2.43298 1.71640
H 6.11580 1.02863 2.98814
H 5.81737 -1.42440 3.06605
H 3.92655 -2.47431 1.86463
H -0.06224 1.81536 2.98256
H 1.28068 2.93835 4.78992
H 2.89997 1.61170 6.09098
H 3.22516 -0.78429 5.61465
H 1.88838 -1.88395 3.82019
H -0.84742 -3.61648 1.72811
H -1.92072 -5.24121 3.27771
H -2.79989 -4.45975 5.44917
H -2.69516 -2.06369 6.04291
H -1.59812 -0.45651 4.50525
S -2.63482 2.53147 1.85061
C -3.05415 3.99420 1.21466
N -2.75998 5.17481 1.77134
C -3.14872 6.38608 1.06652
C -4.31589 5.97907 0.18030
S -3.96727 4.23563 -0.26450
H -2.26772 5.20178 2.64987
H -2.31093 6.75045 0.46211
H -3.43512 7.16051 1.77648
H -4.39808 6.58065 -0.71998
H -5.26094 5.99331 0.71986
C 0.76976 4.84881 -1.65622
N 0.13399 3.70387 -1.03548
C 0.78028 3.16009 0.15029
C -0.96781 3.15833 -1.52461
O -1.54389 2.16998 -1.06273
H 1.72235 4.55492 -2.10126
H 0.96165 5.61916 -0.90873
H 0.13919 5.26972 -2.43725
H 0.48968 3.73529 1.03263
H 1.86185 3.21560 0.02670
H 0.46818 2.12704 0.30005
H -1.36947 3.68135 -2.40265
```

Below is a molecular structure, C45H44N3 in a non-equilibrium geometry, with properties calculated with ωB97M-V/def2-TZVPD.

E_tot   -51839.5411 eV
HOMO   -9.11 eV
Charge   +1
F_max   7.405 eV Å⁻¹
LUMO energy   -4.175 eV
M   626.87 g/mol

Geometry as XYZ:
```
92
C45H44N3 ωB97M-V/def2-TZVPD
C 1.03182 3.97866 2.48764
C 0.21749 2.93859 2.03363
C 0.61953 1.60976 2.18823
C 1.79430 1.29046 2.89327
C 2.13603 -0.08119 3.40103
C 1.42012 -1.17786 2.69490
N 2.09622 -2.10140 2.00154
C 3.46823 -1.90517 1.51577
C 3.79035 -3.16175 0.69582
C 2.73469 -4.20976 1.06173
C 1.59212 -3.46196 1.75794
C -0.03552 -1.29851 2.80768
C -0.70728 -0.84680 3.96505
C -2.08322 -0.99054 4.09894
C -2.83902 -1.52160 3.04747
C -2.20810 -1.87820 1.84933
C -0.83070 -1.72996 1.71367
C 2.66917 2.34837 3.21133
C 2.28157 3.67836 3.04445
H 0.70491 5.01506 2.39491
H -0.73978 3.15145 1.55279
H -0.00989 0.81835 1.78349
H 3.22132 -0.22354 3.33128
H 3.54863 -0.98692 0.91418
H 4.17539 -1.81503 2.35462
H 3.73567 -2.91852 -0.37021
H 4.80222 -3.51379 0.91034
H 2.35886 -4.73239 0.17771
H 3.14482 -4.95775 1.74680
H 1.28703 -3.95317 2.69698
H 0.71237 -3.45784 1.10456
H -0.12208 -0.40185 4.77023
H -2.56328 -0.68158 5.02958
H -3.91728 -1.64125 3.15771
H -2.78712 -2.26676 1.00960
H -0.36312 -1.92163 0.74342
H 3.63872 2.11160 3.65813
H 2.95205 4.47930 3.36214
C 3.27565 4.06527 10.53300
N 3.72762 4.03046 9.14313
C 4.97469 4.58793 8.84542
C 5.87988 4.89548 9.88491
C 7.21004 5.18614 9.58340
C 7.62782 5.28410 8.25009
C 6.70234 5.09258 7.21482
C 5.38523 4.73772 7.50480
C 3.18093 3.00430 8.33923
C 2.63524 3.25566 7.06328
C 2.13820 2.22151 6.29195
C 2.30431 0.84816 6.65948
C 1.96051 -0.23983 5.81935
C 1.63821 -1.49519 6.39502
C 2.01067 -2.74655 5.81303
C 1.89408 -3.93168 6.51636
C 1.31504 -3.97282 7.81056
N 1.41290 -5.07394 8.64622
C 0.87081 -4.95868 9.99712
C 2.28983 -6.15564 8.41127
C 3.16824 -6.57206 9.43327
C 4.15807 -7.51705 9.15978
C 4.23795 -8.11049 7.89303
C 3.28521 -7.79462 6.91657
C 2.29293 -6.85013 7.18480
C 0.72913 -2.77513 8.29988
C 0.91534 -1.58308 7.63964
C 2.84255 0.63365 7.97974
C 3.16746 1.67803 8.82021
H 2.19350 3.89718 10.55470
H 3.76776 3.29738 11.14616
H 3.49158 5.05193 10.95300
H 5.55591 4.83912 10.92600
H 7.92010 5.33397 10.39849
H 8.66832 5.51536 8.01827
H 7.00514 5.20819 6.17408
H 4.67247 4.55917 6.70231
H 2.59667 4.28600 6.70160
H 1.59654 2.45452 5.37588
H 1.88825 -0.11606 4.66133
H 2.47890 -2.75022 4.82777
H 2.29255 -4.83471 6.06396
H 0.88897 -5.94575 10.46577
H 1.45751 -4.26255 10.61343
H -0.16687 -4.61172 9.95703
H 3.09722 -6.11936 10.42609
H 4.87065 -7.78211 9.94195
H 5.03126 -8.82654 7.67318
H 3.31214 -8.27465 5.93771
H 1.52729 -6.62575 6.43932
H 0.19313 -2.77072 9.25060
H 0.53113 -0.66699 8.09153
H 2.98686 -0.38462 8.33792
H 3.48552 1.47970 9.84724
```

> Among the records above, which one has the lowest LUMO energy?

C45H44N3

> Among the records above, which one has the highest charge?

C48H47MgN11OS5

> Look up the E_tot of the first one.

-47845.2605 eV

> Which of these has the highest LUMO energy?

C2H7NO